(1)
106
Properties=species:S:1:pos:R:3:forces:R:3 method="wB97M-V/def2-TZVPD" e_tot_ev=-299805.7475 orbital_gap_ev=6.58 homo_energy_ev=-10.0 charge=+1
Re -1.6748 -0.7701 0.1160 4.8985 -2.4453 0.6162
Br -5.4257 -4.1004 -0.3420 -0.1095 0.1846 -0.0237
C -5.5584 -2.2220 -0.2664 0.8186 -0.2062 0.0023
C -6.8124 -1.5946 -0.2612 -0.2453 0.2024 -0.0245
C -6.9164 -0.2327 -0.1999 -0.3713 -0.0388 -0.0121
Br -8.6320 0.5775 -0.2784 0.1996 -0.1260 0.0452
C -5.7644 0.5737 -0.0728 0.3165 -0.0067 -0.0057
C -5.7400 1.9760 0.0550 0.0775 -0.0259 0.0326
C -4.5424 2.6249 0.2286 -0.0225 0.0146 -0.0330
C -3.3579 1.8854 0.2624 -0.0320 0.0127 0.0303
N -3.3386 0.5734 0.1122 -0.8449 0.7872 0.0524
C -4.5157 -0.0870 -0.0574 -0.2933 -0.1863 -0.1006
C -4.3833 -1.4916 -0.2108 -1.1311 0.0999 -0.0628
O -3.1699 -2.0192 -0.2707 0.5272 0.5312 0.3455
H -7.7043 -2.2028 -0.3158 0.0121 -0.0124 -0.0355
H -6.6700 2.5270 0.0257 -0.0046 0.0094 0.0084
H -4.4925 3.6984 0.3355 -0.0399 -0.0034 0.0176
H -2.3985 2.3661 0.4131 0.0061 -0.0437 0.0227
O -0.4714 0.5150 1.6477 -0.8996 -0.2020 -0.5466
N 0.5789 -0.0324 2.2376 0.1346 -0.2704 -0.0561
C 0.4789 -0.3170 3.5531 -0.1289 0.0101 0.2540
C 1.5388 -0.7985 4.2702 0.1331 -0.0704 -0.0356
C 2.7455 -1.0245 3.6124 -0.1244 -0.1462 -0.0605
C 2.8199 -0.7755 2.2636 0.0186 0.0126 -0.1315
C 1.7253 -0.2635 1.5614 -0.1023 0.1097 0.2148
S 2.0109 0.1049 -0.1148 0.2410 -0.0720 -0.0912
H -0.4905 -0.1191 3.9843 -0.0416 0.0340 -0.1257
H 1.4209 -1.0083 5.3225 -0.0372 0.0270 0.0061
H 3.6026 -1.4183 4.1387 0.0207 0.0081 0.0293
H 3.7319 -0.9450 1.7074 0.0200 -0.0382 0.0275
C 1.9554 5.6744 1.5988 -0.0657 -0.1695 -0.1508
Si 1.6122 3.8168 1.6998 0.0497 0.0623 0.1378
C 3.2312 2.9594 2.1704 -0.2206 0.0904 -0.2690
C 0.2842 3.5053 3.0105 0.0519 0.0080 -0.2768
Si 0.8260 3.3872 -0.5423 -0.2088 -0.0055 0.0186
Te 0.0194 0.9166 -1.2015 0.0929 0.0188 0.0380
Si 2.4401 3.5840 -2.3385 -0.0205 0.1841 0.0504
C 3.0192 5.3823 -2.3572 -0.0836 -0.1885 0.0681
C 1.5676 3.1628 -3.9605 0.0307 -0.0088 0.3075
C 3.9122 2.4448 -2.0289 -0.2716 0.1197 -0.0053
Si -1.0427 4.8384 -0.9242 -0.1711 0.2793 -0.1611
C -2.0470 5.1835 0.6521 0.2247 -0.2822 -0.0756
C -2.1656 4.1132 -2.2699 0.2455 -0.0432 0.1624
C -0.3993 6.5178 -1.5064 0.0240 -0.2290 0.0527
H 2.4403 6.0331 2.5087 -0.0037 -0.0641 0.0564
H 1.0348 6.2466 1.4679 -0.0176 -0.0064 0.0050
H 2.6136 5.9139 0.7610 0.0182 0.0121 0.0176
H 3.5993 3.3601 3.1175 -0.0702 0.0673 0.0176
H 4.0007 3.1343 1.4158 -0.0064 0.0127 -0.0127
H 3.1255 1.8837 2.2854 -0.0355 -0.0783 0.0202
H 0.7137 3.4407 4.0125 0.1030 0.0456 -0.0318
H -0.2635 2.5849 2.8155 -0.0212 -0.1116 -0.0186
H -0.4435 4.3188 3.0126 0.0301 0.0278 -0.0005
H 2.2058 6.0701 -2.5890 -0.0082 -0.0312 0.0014
H 3.7975 5.5292 -3.1091 0.0154 -0.0775 -0.0308
H 3.4382 5.6786 -1.3937 0.0250 -0.0204 -0.0027
H 0.7555 3.8637 -4.1634 -0.0078 0.0263 0.0237
H 1.1414 2.1587 -3.9245 0.0149 -0.0005 -0.0537
H 2.2568 3.2020 -4.8057 0.0768 0.0260 0.0340
H 4.4439 2.7304 -1.1196 -0.0262 0.0038 0.0301
H 4.6207 2.4975 -2.8578 -0.0328 0.0386 -0.0563
H 3.5997 1.4064 -1.9178 0.0630 -0.0122 -0.0659
H -2.2739 4.2865 1.2310 0.0145 0.0622 0.0380
H -2.9935 5.6704 0.4068 0.0329 0.0485 -0.1028
H -1.4972 5.8567 1.3124 0.0289 0.0163 -0.0178
H -2.3346 3.0419 -2.1383 -0.0757 -0.0269 0.0048
H -1.7135 4.2463 -3.2546 0.0416 0.0043 0.0009
H -3.1409 4.6030 -2.2886 -0.0056 0.0389 0.0448
H 0.4227 6.8668 -0.8785 -0.0019 0.0234 -0.0039
H -1.1930 7.2661 -1.4565 -0.0577 -0.0319 0.0145
H -0.0433 6.4835 -2.5370 0.0004 -0.0312 -0.0052
C -0.3294 -2.0099 0.0569 -2.8603 2.0600 -0.1362
Ge 0.7213 -3.6351 -0.0812 0.0649 -0.6255 -0.2094
C 1.5590 -4.1613 1.6114 -0.1182 0.2211 -0.2907
C 2.9028 -4.4941 1.7507 0.0151 0.0590 -0.1065
C 3.3706 -5.0472 2.9351 0.0737 -0.0152 0.0529
C 2.4987 -5.2755 3.9909 -0.0198 0.0348 -0.0064
C 1.1603 -4.9229 3.8709 -0.0090 0.0154 0.0504
C 0.6972 -4.3665 2.6882 -0.0225 0.1001 0.0213
C -0.7073 -4.9452 -0.4280 0.1733 0.1731 0.1408
C -0.8339 -6.1170 0.3116 0.0178 0.0605 -0.0214
C -1.7800 -7.0696 -0.0409 0.0031 -0.0824 0.0357
C -2.5976 -6.8635 -1.1414 0.0107 0.0132 0.0009
C -2.4728 -5.6982 -1.8854 -0.0514 0.0395 -0.0802
C -1.5414 -4.7383 -1.5239 0.0495 0.0037 0.0526
C 1.7943 -3.7207 -1.7157 -0.1224 0.0222 0.4129
C 2.5639 -4.8651 -1.9212 0.0033 0.1127 0.0402
C 3.0701 -5.1526 -3.1789 0.0263 -0.0581 0.0233
C 2.8024 -4.3031 -4.2435 0.0223 -0.0131 -0.0070
C 2.0544 -3.1528 -4.0423 -0.0207 0.0507 -0.0667
C 1.5512 -2.8620 -2.7825 0.0360 0.0512 0.0952
H 3.5875 -4.3358 0.9243 0.0159 -0.0275 0.0138
H 4.4143 -5.3206 3.0277 -0.0043 0.0003 -0.0034
H 2.8562 -5.7405 4.9006 0.0173 0.0294 0.0024
H 0.4724 -5.1052 4.6874 0.0249 0.0156 0.0076
H -0.3523 -4.1083 2.5841 -0.0092 -0.0562 0.0630
H -0.1883 -6.2924 1.1637 -0.0175 -0.0639 -0.0125
H -1.8644 -7.9808 0.5377 -0.0256 0.0031 -0.0019
H -3.3300 -7.6098 -1.4211 0.0127 -0.0108 -0.0123
H -3.1000 -5.5394 -2.7532 -0.0426 0.0168 0.0204
H -1.4570 -3.8193 -2.0940 -0.0376 -0.0367 -0.0736
H 2.7493 -5.5423 -1.0941 -0.0103 -0.0796 -0.0762
H 3.6487 -6.0547 -3.3298 0.0265 0.0192 -0.0318
H 3.1666 -4.5447 -5.2333 0.0323 0.0151 0.0030
H 1.8407 -2.4953 -4.8754 0.0219 0.0192 0.0024
H 0.9517 -1.9701 -2.6283 -0.0432 -0.0141 -0.0657

(2)
100
Properties=species:S:1:pos:R:3:forces:R:3 method="wB97M-V/def2-TZVPD" e_tot_ev=-150153.6817 orbital_gap_ev="6.01 / 5.88" homo_energy_ev="-3.5 / -3.4" spin_multiplicity=2 charge=-1
V -0.7741 0.0886 0.5354 0.9183 0.2628 -0.6188
O 2.1023 4.0635 2.7874 -0.0601 -0.0550 -0.0043
C 0.8945 4.1310 3.4200 -0.0308 0.0064 0.0193
C 0.6337 5.0804 4.4030 0.0276 -0.0049 -0.0164
C -0.6127 5.1250 5.0125 0.0000 0.0016 0.0119
C -1.5992 4.2238 4.6425 -0.0286 -0.0407 -0.0198
C -1.3282 3.2767 3.6600 -0.0040 0.0131 0.0402
C -0.0877 3.2140 3.0434 0.0247 -0.0482 -0.0691
C 0.1869 2.1763 1.9693 0.1680 0.0926 0.1902
O -0.9926 1.6839 1.4177 -0.0961 0.1239 0.0121
N 0.9926 1.0834 2.5467 0.1155 -0.0523 -0.1136
N 0.6452 -0.1363 1.8748 -0.5598 0.2246 -0.3294
C 0.9222 -1.2558 2.6214 0.0643 -0.0010 -0.1037
C 0.9794 -2.4985 2.1903 0.2239 0.0034 -0.0454
Br -2.4074 -1.2825 1.8130 0.0691 -0.0092 -0.0377
C 1.0248 -3.7629 1.8505 -0.2693 -0.0202 0.0400
C 2.2460 -4.5527 1.5841 0.0886 -0.0246 -0.0687
C 2.1357 -5.8649 1.1222 -0.0147 0.0479 -0.0108
C 3.2652 -6.6295 0.8607 0.0049 0.0049 -0.0023
C 4.5309 -6.0966 1.0599 -0.0166 0.0027 0.0067
C 4.6540 -4.7936 1.5313 -0.0434 0.0150 0.0003
C 3.5253 -4.0339 1.7928 -0.0286 0.0041 0.0617
H 2.6570 4.7868 3.0900 0.0520 0.0537 0.0102
H 1.4109 5.7850 4.6876 -0.0354 -0.0320 -0.0210
H -0.8080 5.8697 5.7770 0.0126 -0.0441 -0.0503
H -2.5758 4.2586 5.1107 0.0440 -0.0073 -0.0227
H -2.0805 2.5668 3.3370 0.0040 0.0232 0.0157
H 0.7849 2.6451 1.1876 0.0885 0.0079 -0.0864
H 0.7318 0.9705 3.5214 -0.1696 -0.0474 0.2128
H 1.0390 -1.1056 3.6959 0.0168 0.0301 0.0625
H 0.0841 -4.3118 1.7527 0.1312 0.0737 0.0505
H 1.1483 -6.2860 0.9655 0.0180 0.0062 -0.0046
H 3.1558 -7.6451 0.4976 -0.0056 0.0304 0.0133
H 5.4142 -6.6913 0.8564 -0.0411 0.0296 0.0033
H 5.6372 -4.3686 1.6966 -0.0189 -0.0004 0.0024
H 3.6146 -3.0242 2.1776 -0.0087 -0.1178 -0.0024
C -1.1707 3.2645 -1.5019 -0.0402 -0.0700 0.0121
C 0.1883 3.7401 -2.0213 -0.0851 -0.1454 0.1361
C 0.2541 3.6039 -3.5495 -0.0466 -0.0750 -0.0636
C 1.4355 3.1609 -1.3545 0.0609 0.1504 -0.1101
C 2.5143 4.0367 -1.2221 -0.0038 -0.0074 -0.0223
C 3.7392 3.6254 -0.7266 -0.0813 0.0039 -0.0326
C 3.9095 2.2970 -0.3794 -0.0402 -0.0650 0.0143
C 2.8627 1.3868 -0.4881 0.0565 -0.1094 0.1334
C 3.1083 -0.0886 -0.2199 0.0746 0.0771 -0.0166
C 3.6484 -0.7608 -1.4879 -0.0441 -0.0269 -0.0096
C 4.0346 -0.3445 0.9669 0.0138 0.0199 0.0057
C 1.6064 1.8322 -0.9354 -0.0479 -0.1858 0.0785
N 0.5161 0.9172 -0.9958 -0.4286 -0.5298 1.3750
C 0.1640 0.5604 -2.2359 -0.8015 -0.8338 -0.8184
C -0.9880 -0.1812 -2.3585 0.9458 0.4474 -0.5654
N -1.6183 -0.4989 -1.2060 -0.1936 0.1078 0.8968
C -2.8404 -1.2213 -1.3688 -0.0490 0.1499 -0.0367
C -4.0637 -0.5296 -1.3503 0.1318 0.0310 -0.0211
C -5.2335 -1.2393 -1.5943 0.0009 -0.0187 0.0021
C -5.2077 -2.6050 -1.8266 0.0271 0.0079 0.0072
C -3.9995 -3.2817 -1.7889 -0.0038 -0.0552 -0.0096
C -2.8058 -2.6090 -1.5519 0.1105 -0.0484 0.0656
C -1.4958 -3.3736 -1.4451 -0.1135 -0.1215 -0.1059
C -1.6160 -4.5896 -0.5239 -0.0645 0.0122 -0.0162
C -0.9748 -3.7978 -2.8223 -0.0108 -0.0023 0.0163
C -4.1311 0.9644 -1.0781 -0.0261 -0.0967 -0.0347
C -4.4521 1.7347 -2.3605 -0.0084 0.0085 -0.0213
C -5.1195 1.3018 0.0391 -0.0352 -0.0250 -0.0343
H -1.9549 3.8920 -1.9369 0.0121 0.0333 0.0233
H -1.2401 3.3203 -0.4142 0.0193 0.0232 -0.0279
H -1.3729 2.2304 -1.7926 -0.0515 0.2771 0.0228
H 0.2440 4.8096 -1.8134 0.0102 0.1399 0.0521
H 0.0272 2.5811 -3.8639 0.0268 0.2080 0.0275
H 1.2419 3.8726 -3.9299 -0.0100 0.0134 -0.0011
H -0.4849 4.2641 -4.0126 0.0057 -0.0163 0.0040
H 2.3810 5.0705 -1.5240 -0.0154 0.0091 -0.0002
H 4.5569 4.3311 -0.6290 -0.0307 -0.0221 0.0056
H 4.8745 1.9599 -0.0211 -0.0129 -0.0176 -0.0009
H 2.1506 -0.5419 0.0195 -0.0664 -0.0042 -0.0230
H 4.5992 -0.3102 -1.7910 -0.0236 -0.0122 0.0153
H 2.9429 -0.6564 -2.3167 0.0344 -0.0005 0.0488
H 3.8135 -1.8290 -1.3134 -0.0081 0.0513 -0.0075
H 5.0656 -0.0374 0.7601 -0.0562 0.0183 0.0186
H 4.0555 -1.4152 1.1839 0.0211 0.1731 -0.0582
H 3.6760 0.1850 1.8533 0.0284 -0.0295 -0.0330
H 0.7613 0.8610 -3.0886 -0.0124 -0.0657 0.0091
H -1.3912 -0.4956 -3.3112 -0.0117 -0.0725 -0.0956
H -6.1825 -0.7136 -1.5979 0.0187 -0.0192 0.0063
H -6.1283 -3.1438 -2.0167 -0.0002 0.0007 0.0019
H -3.9876 -4.3573 -1.9342 0.0119 0.0443 0.0038
H -0.7653 -2.7028 -0.9979 0.0781 0.0975 0.0161
H -2.2548 -5.3636 -0.9590 -0.0010 0.0187 0.0104
H -2.0341 -4.2983 0.4417 0.0181 -0.0067 -0.0135
H -0.6294 -5.0311 -0.3595 -0.0328 0.0158 -0.0348
H -1.6979 -4.4531 -3.3184 0.0259 0.0090 0.0116
H -0.0305 -4.3422 -2.7257 -0.0429 0.0218 0.0023
H -0.8035 -2.9338 -3.4659 -0.0085 0.0018 0.0192
H -3.1485 1.2861 -0.7379 0.0915 -0.0086 -0.0057
H -5.4272 1.4334 -2.7579 0.0411 0.0222 0.0131
H -3.6989 1.5441 -3.1295 -0.0286 0.0053 0.0378
H -4.4779 2.8112 -2.1679 -0.0030 -0.0362 -0.0087
H -6.1505 1.0704 -0.2506 0.0711 0.0182 0.0435
H -5.0690 2.3695 0.2731 -0.0068 -0.0571 -0.0161
H -4.8746 0.7385 0.9414 -0.0300 0.0143 -0.0173